The following is a DFT calculation (ωB97M-V/def2-TZVPD) of an isolated molecule of C2H8N4 at a distorted geometry.

The value obtained for the LUMO energy is 0.040 hartree. The calculation puts the total energy at -299.9390 Ha. Its gap between HOMO and LUMO is 10.547 eV. The energy above the lowest of the compared OMol25 structures with the same formula, charge and spin comes out at 240.69 kJ/mol. The charge is 0.

Positions of all 14 atoms, in Å:
C 1.416 -0.711 -0.165
H 1.943 0.248 -0.207
H -2.392 0.134 0.382
H -0.054 -1.101 1.358
H -0.812 0.931 -1.617
H 2.962 -1.788 -0.577
C 0.004 -0.672 0.355
N -1.787 0.872 0.753
H -0.629 -1.275 -0.321
N -0.138 1.251 -0.914
H -1.879 0.961 1.758
H -0.171 2.264 -0.855
N -0.431 0.719 0.406
N 1.969 -1.832 -0.356